The following is a quantum chemistry calculation of a 2-piece molecular cluster, C5H11O3SSi overall, from OMol25.

## Properties
net charge: -1
energy relative to the best compared isomer or geometry (same formula, charge and spin): 1.708 eV
gap between HOMO and LUMO (alpha / beta): 0.2879 / 0.2879 Eh

Cartesian coordinates (Å):
S (-2.81, -0.63, 0.17)
Si (0.52, 0.29, -0.08)
O (-2.98, -1.41, 1.41)
O (-2.65, 0.84, 0.32)
O (-3.75, -1.14, -0.88)
C (-0.47, -2.48, -0.93)
C (0.38, 1.85, -1.18)
C (0.31, 0.75, 1.76)
C (-0.53, -1.29, -0.40)
C (2.45, 0.14, -0.11)
H (-0.04, 2.65, -0.49)
H (2.92, 0.46, -1.15)
H (2.95, -0.99, 0.14)
H (1.31, 2.17, -1.66)
H (-1.27, -3.25, -0.85)
H (1.26, 1.04, 2.15)
H (2.81, 0.82, 0.69)
H (-0.45, 1.50, 1.83)
H (-0.03, -0.05, 2.37)
H (0.43, -2.94, -1.24)
H (-0.37, 1.67, -1.86)

=====

The following is a quantum chemistry calculation of one molecule with the formula C4H4O2, from OMol25.

## Properties
energy relative to the best compared isomer or geometry (same formula, charge and spin): 1.868 eV
SMILES: O=CC=C=CO
gap between HOMO and LUMO: 0.3470 Eh

Cartesian coordinates (Å):
O (3.05, 0.49, 0.25)
O (-2.40, -0.71, 0.74)
C (0.73, 0.53, -0.06)
C (-1.74, -0.11, -0.28)
C (-0.43, 0.00, -0.35)
C (2.08, -0.03, -0.26)
H (-1.75, -0.97, 1.41)
H (0.72, 1.49, 0.47)
H (2.17, -0.95, -0.87)
H (-2.41, 0.26, -1.05)

=====

The following is a quantum chemistry calculation of C13H37BrCuN5O4 as an isolated structure, from OMol25.

## Properties
net charge: +1
expectation value of S²: 0.75
energy relative to the best compared isomer or geometry (same formula, charge and spin): 8.288 eV
multiplicity: 2
gap between HOMO and LUMO (alpha / beta): 0.1006 / 0.1007 Eh

Cartesian coordinates (Å):
Br (-0.08, -3.93, 2.60)
Cu (-3.08, -7.02, 4.47)
O (-2.18, 5.17, 1.22)
O (4.39, 1.43, -4.69)
O (6.59, -2.23, 6.60)
O (-6.13, -1.89, -1.00)
N (0.37, 3.19, 3.24)
N (5.81, -1.80, 4.50)
N (4.24, -0.91, -3.15)
N (-6.35, -4.47, 1.72)
N (5.65, -3.75, 5.25)
C (-1.64, 4.25, 2.19)
C (6.05, -2.54, 5.56)
C (-5.43, -1.76, -2.24)
C (-0.06, 4.07, 2.11)
C (-5.93, -3.16, -0.37)
C (4.98, 2.64, -5.29)
C (0.35, 3.35, 0.85)
C (2.74, -1.01, -4.93)
C (4.24, -1.02, -4.58)
C (-1.59, 6.51, 1.23)
C (-6.65, -3.26, 0.97)
C (5.07, 0.19, -5.18)
C (-6.36, -2.00, 1.91)
H (-1.74, 6.95, 2.22)
H (-2.05, 7.30, 0.64)
H (-6.16, -1.34, -2.93)
H (-6.84, -5.16, 1.17)
H (4.67, -2.01, -4.73)
H (5.66, -4.34, 6.06)
H (1.38, 3.16, 3.19)
H (-0.13, 2.38, 0.74)
H (-6.77, -2.06, 2.92)
H (4.52, 3.58, -4.98)
H (0.44, 5.02, 2.21)
H (4.89, -3.79, 4.58)
H (6.01, 2.54, -4.93)
H (5.04, 2.74, -6.37)
H (-5.34, -1.63, 1.98)
H (-4.91, -3.45, -0.15)
H (5.22, -2.13, 3.75)
H (6.17, -0.86, 4.51)
H (0.06, 2.26, 2.99)
H (0.09, 3.90, -0.06)
H (-6.95, -1.19, 1.48)
H (3.44, -1.39, -2.76)
H (1.41, 3.11, 0.78)
H (6.06, 0.26, -4.71)
H (-4.54, -1.16, -2.00)
H (2.18, -0.18, -4.50)
H (-2.20, 3.31, 2.14)
H (-7.10, -4.40, 2.40)
H (-5.04, -2.73, -2.56)
H (-6.33, -3.92, -1.03)
H (-1.85, 4.65, 3.18)
H (-0.51, 6.58, 1.06)
H (3.89, 0.03, -3.06)
H (-7.71, -3.28, 0.74)
H (5.12, 0.13, -6.26)
H (2.36, -1.99, -4.67)
H (2.57, -0.95, -6.01)

=====

The following is a quantum chemistry calculation of C12H14MoN3O6 as an isolated structure, from OMol25.

## Properties
net charge: +1
expectation value of S²: 2.02
energy relative to the best compared isomer or geometry (same formula, charge and spin): 0.000 eV
multiplicity: 3
gap between HOMO and LUMO (alpha / beta): 0.2673 / 0.2892 Eh

Cartesian coordinates (Å):
Mo (-0.66, 1.64, -1.06)
O (-1.77, 3.33, -0.30)
O (0.87, -1.48, -3.25)
O (0.30, 3.31, -0.17)
O (-0.59, 2.63, -2.72)
O (0.49, 2.94, -4.69)
O (-0.65, 0.70, 0.65)
N (-1.97, 0.04, -1.86)
N (-0.75, 4.00, 0.01)
N (0.58, 0.53, -2.15)
C (0.29, -0.85, 2.11)
C (-0.67, 0.19, 1.80)
C (2.12, -2.83, 2.73)
C (-1.13, -1.18, -1.95)
C (0.21, -0.77, -2.53)
C (0.41, 2.39, -3.64)
C (1.24, -1.25, 1.16)
C (1.20, -2.43, 3.69)
C (-1.67, 0.71, 2.77)
C (1.37, 1.32, -3.08)
C (0.28, -1.45, 3.38)
C (2.15, -2.24, 1.47)
H (2.18, 1.85, -2.57)
H (-1.57, -1.95, -2.59)
H (-2.40, 1.34, 2.27)
H (2.88, -2.55, 0.73)
H (1.79, 0.72, -3.88)
H (1.20, -2.90, 4.66)
H (-2.17, -0.11, 3.29)
H (-2.27, 0.32, -2.79)
H (-1.15, 1.31, 3.52)
H (-2.83, -0.15, -1.34)
H (-0.99, -1.59, -0.95)
H (-0.44, -1.14, 4.13)
H (2.84, -3.60, 2.97)
H (1.27, -0.77, 0.19)

=====

The following is a quantum chemistry calculation of C26H62N7O8P3S2 as an isolated structure, from OMol25.

## Properties
gap between HOMO and LUMO: 0.2423 Eh

Cartesian coordinates (Å):
S (-4.75, 3.62, -1.61)
S (-2.16, 1.38, -5.12)
P (2.20, -5.52, 3.76)
P (-2.23, -0.72, 3.07)
P (-2.94, 3.91, -6.95)
O (1.66, -4.13, 3.37)
O (-3.79, 1.72, -4.72)
O (2.08, 3.90, -4.08)
O (-1.42, 2.92, -5.04)
O (-1.89, 0.74, -6.45)
O (-1.80, 0.41, -4.01)
O (3.78, 2.35, -4.57)
O (-2.81, 0.64, 2.66)
N (2.82, -5.87, 2.20)
N (-1.66, -2.33, 3.55)
N (2.76, -7.14, 4.25)
N (-1.61, -1.07, 1.50)
N (-4.11, 2.96, -7.48)
N (3.42, -4.84, 4.75)
N (-1.02, -0.02, 4.05)
C (-3.18, 4.42, -1.01)
C (1.13, 0.58, -3.32)
C (-2.22, -0.39, 0.36)
C (0.42, -0.11, 3.92)
C (4.20, -6.19, 1.87)
C (-1.41, 6.25, -5.20)
C (2.03, 1.59, -2.93)
C (-3.61, 3.04, -4.10)
C (-2.53, -3.39, 2.96)
C (-2.06, 5.10, -4.28)
C (4.86, -4.95, 4.61)
C (1.88, -8.19, 3.66)
C (3.09, 4.90, -4.48)
C (-0.22, -1.38, 1.18)
C (-2.60, 3.82, -5.08)
C (3.01, -4.09, 5.93)
C (2.50, 6.39, -4.40)
C (2.79, -7.43, 5.69)
C (1.18, 6.45, -5.33)
C (2.23, -5.16, 1.06)
C (-1.45, 0.73, 5.23)
C (-4.88, 3.80, -3.48)
C (-1.62, -2.63, 4.99)
C (2.72, 2.62, -3.94)
C (-0.11, 6.90, -4.46)
C (-3.07, 4.33, 0.61)
H (-0.17, 8.05, -4.47)
H (4.83, -5.29, 1.80)
H (-2.82, 5.60, -3.60)
H (-1.39, -3.68, 5.17)
H (3.76, -3.37, 6.25)
H (2.10, -3.52, 5.74)
H (0.39, -0.47, 1.10)
H (0.86, -8.11, 4.04)
H (2.62, -4.14, 0.97)
H (-1.64, 0.05, 6.07)
H (1.14, -5.12, 1.15)
H (-2.01, -0.91, -0.58)
H (-3.30, -0.36, 0.46)
H (-2.04, 4.61, 1.00)
H (1.14, 0.09, -4.35)
H (3.47, 4.69, -5.53)
H (-3.82, 5.09, 1.05)
H (-2.92, 2.78, -3.21)
H (-2.13, -4.38, 3.18)
H (-2.23, 3.88, -1.40)
H (5.38, -4.59, 5.50)
H (-1.22, 4.72, -3.59)
H (-3.55, -3.32, 3.34)
H (-2.57, -2.39, 5.48)
H (0.33, 0.25, -2.58)
H (1.84, -8.12, 2.57)
H (0.99, 5.41, -5.80)
H (-1.84, 0.64, 0.27)
H (-3.06, 5.51, -1.37)
H (-3.22, 5.28, -7.27)
H (3.01, -8.48, 5.87)
H (-2.58, -3.31, 1.87)
H (0.24, -2.06, 1.89)
H (-3.68, 2.31, -8.16)
H (-2.15, 7.12, -5.33)
H (4.65, -6.89, 2.58)
H (-5.87, 3.28, -3.76)
H (2.24, 6.58, -3.29)
H (-3.36, 3.29, 0.98)
H (-0.82, -2.08, 5.50)
H (-1.06, 5.91, -6.23)
H (-2.36, 1.29, 5.03)
H (2.27, -9.18, 3.88)
H (1.84, -7.18, 6.17)
H (-1.70, 3.56, -7.59)
H (0.94, 0.27, 4.80)
H (1.29, 7.17, -6.21)
H (5.19, -5.99, 4.49)
H (0.77, 0.49, 3.07)
H (5.22, -4.35, 3.77)
H (3.28, 7.17, -4.74)
H (3.95, 4.80, -3.74)
H (2.25, 1.70, -1.81)
H (2.80, -4.77, 6.77)
H (4.26, -6.70, 0.90)
H (0.77, -1.14, 3.80)
H (-0.70, 1.46, 5.55)
H (-0.04, 6.52, -3.38)
H (-4.99, 4.89, -3.81)
H (2.43, -5.68, 0.12)
H (3.59, -6.88, 6.20)
H (-0.16, -1.89, 0.21)

=====

The following is a quantum chemistry calculation of a 2-piece molecular cluster, C3H9BrSi overall, from OMol25.

## Properties
expectation value of S²: 2.01
energy relative to the best compared isomer or geometry (same formula, charge and spin): 0.042 eV
multiplicity: 3
gap between HOMO and LUMO (alpha / beta): 0.2824 / 0.3465 Eh

Cartesian coordinates (Å):
Br (0.25, 0.26, 3.69)
Si (-0.88, 1.24, -0.23)
C (-0.42, -0.27, -1.40)
C (1.27, 0.93, 2.33)
C (-0.15, -1.40, -0.31)
H (-1.02, 2.71, -0.27)
H (1.69, 2.00, 2.45)
H (0.18, -2.24, -0.84)
H (-1.19, -0.35, -2.05)
H (0.38, -1.19, 0.62)
H (-1.13, -1.60, -0.07)
H (-2.18, 0.63, 0.14)
H (1.57, 0.22, 1.54)
H (0.60, -0.32, -1.89)